1.
Computed, not measured: a cluster of 2 separate species, C2H10N4O in total at a distorted geometry, with wB97M-V/def2-TZVPD.

Geometry (Å):
C -0.21 -1.27 -0.59
C -0.44 2.24 1.80
N 0.83 -0.51 0.19
N 0.26 1.36 0.89
N -0.59 -0.57 -1.78
N 0.39 -2.57 -0.82
O 1.69 0.17 -0.43
H 1.07 -0.86 1.12
H -0.10 1.53 -0.05
H -1.07 -1.39 0.07
H 0.24 -0.21 -2.24
H 1.23 -2.47 -1.38
H -1.20 0.21 -1.56
H -0.26 -3.16 -1.34
H -1.53 2.11 1.79
H -0.06 2.10 2.81
H -0.26 3.29 1.51

Results
orbital gap (spin up / spin down)	8.39 / 9.72	eV
largest force on an atom	0.03606	hartree/bohr
relative energy (zero: lowest compared OMol25 entry of this formula, charge and spin)	573.2	kJ/mol
highest occupied orbital energy (spin up / spin down)	-8.11 / -9.05	eV

Atomic partial charges in e from the Löwdin method, atoms 1 to 6: C -0.46; C -0.21; N -0.18; N -0.01; N 0.07; N 0.06

---

2.
Computed, not measured: a cluster of 4 separate species, C26H56ClF3N4O8 in total at a distorted geometry, with wB97M-V/def2-TZVPD.

Geometry (Å):
C -2.78 4.01 1.11
C -2.68 3.63 -0.37
C -1.69 4.48 -1.16
C -0.43 3.73 -1.56
C -0.72 2.47 -2.38
O -0.71 1.38 -1.48
C -0.94 0.11 -2.00
N -1.21 0.14 -3.46
C -1.79 -0.82 -3.96
O -2.34 -1.75 -4.51
C 0.24 -0.81 -1.69
C 0.17 -1.40 -0.30
C 0.00 -0.40 0.81
C 0.40 -1.00 2.15
O -1.38 -0.04 0.87
O 1.45 -0.10 -1.92
C 2.32 -0.72 -2.77
Cl 2.99 -2.26 -2.08
C 3.50 0.19 -3.13
O 3.28 1.57 -2.90
C 3.43 2.04 -1.65
F 4.07 1.18 -0.85
F 2.27 2.33 -1.08
F 4.15 3.17 -1.70
H -2.76 5.08 1.22
H -1.96 3.59 1.69
H -3.70 3.61 1.51
H -2.45 2.57 -0.44
H -3.66 3.76 -0.80
H -2.13 4.94 -2.03
H -1.38 5.30 -0.52
H 0.06 3.40 -0.65
H 0.27 4.35 -2.09
H 0.05 2.39 -3.14
H -1.68 2.61 -2.84
H -1.81 -0.31 -1.50
H 0.17 -1.64 -2.39
H -0.69 -2.05 -0.29
H 1.03 -2.02 -0.11
H 0.57 0.50 0.62
H 1.37 -1.47 2.07
H -0.35 -1.71 2.44
H 0.41 -0.23 2.90
H -1.44 0.85 1.20
H 1.80 -1.01 -3.66
H 4.41 -0.17 -2.68
H 3.64 0.10 -4.19
C 6.09 -4.87 3.61
C 4.79 -4.85 4.43
C 3.57 -4.35 3.64
O 3.52 -2.95 3.47
C 4.27 -2.44 2.38
N 5.01 -4.09 5.66
H 6.50 -3.86 3.49
H 6.84 -5.46 4.13
H 5.93 -5.30 2.63
H 4.58 -5.89 4.71
H 2.68 -4.61 4.21
H 3.49 -4.86 2.67
H 4.28 -3.13 1.54
H 5.30 -2.22 2.68
H 3.80 -1.51 2.07
H 4.19 -4.17 6.25
H 5.05 -3.11 5.41
C -1.11 3.10 -6.90
C -2.43 3.13 -6.14
C -3.62 3.61 -6.98
O -3.67 5.00 -7.20
C -2.88 5.48 -8.27
N -2.26 3.93 -4.92
H -0.70 4.10 -7.04
H -0.37 2.53 -6.34
H -1.23 2.64 -7.88
H -2.65 2.10 -5.83
H -4.54 3.36 -6.44
H -3.67 3.07 -7.94
H -2.85 4.77 -9.09
H -1.87 5.71 -7.94
H -3.34 6.40 -8.63
H -3.10 3.86 -4.36
H -2.22 4.91 -5.19
C -2.97 -2.26 4.91
C -1.86 -3.28 5.06
C -2.12 -4.33 6.16
O -1.91 -3.86 7.48
C -3.01 -3.16 8.05
N -0.59 -2.58 5.25
H -2.96 -1.52 5.71
H -2.86 -1.72 3.97
H -3.95 -2.74 4.90
H -1.79 -3.84 4.12
H -1.40 -5.14 6.03
H -3.12 -4.76 6.06
H -3.96 -3.58 7.72
H -2.97 -2.10 7.82
H -2.94 -3.27 9.13
H 0.17 -3.25 5.25
H -0.58 -2.21 6.20

Results
orbital gap	9.64	eV
largest force on an atom	0.07382	hartree/bohr
relative energy (zero: lowest compared OMol25 entry of this formula, charge and spin)	44.6	kJ/mol
SMILES string	CCCCCO[C@@H](N=C=O)[C@H](C[C@H](C)O)O[C@H](Cl)COC(F)(F)F.COC[C@@H](C)N.COC[C@@H](C)N.COC[C@@H](C)N
highest occupied orbital energy	-9.19	eV

Atomic partial charges in e from the Löwdin method, atoms 1 to 6: C -0.10; C -0.25; C -0.21; C -0.17; C -0.20; O -0.10

---

3.
Computed, not measured: a structure of composition C4H2LiNdO2 at a distorted geometry, with wB97M-V/def2-TZVPD.

Geometry (Å):
H -0.33 -2.46 -2.40
O 1.05 -2.01 -0.99
C -0.02 -1.82 -1.56
C -0.87 -0.75 -1.14
C -1.36 0.23 -0.56
Li 1.04 -0.51 0.41
O -0.07 1.97 1.74
C 1.00 1.36 1.46
Nd -2.29 2.11 1.09
H 1.87 1.88 1.96

Results
multiplicity	5
orbital gap (spin up / spin down)	6.70 / 6.95	eV
largest force on an atom	0.02646	hartree/bohr
relative energy (zero: lowest compared OMol25 entry of this formula, charge and spin)	0.0	kJ/mol
net charge	+1
highest occupied orbital energy (spin up / spin down)	-11.27 / -11.51	eV

Atomic partial charges in e from the Löwdin method, atoms 1 to 6: H 0.13; O -0.03; C -0.28; C -0.22; C -0.19; Li 0.67

---

4.
Computed, not measured: the ion C24H19F4N2O with charge +1 at a distorted geometry, with wB97M-V/def2-TZVPD.

Geometry (Å):
F -3.34 4.26 -2.40
C -3.19 2.93 -2.06
C -4.33 2.16 -1.92
C -4.13 0.83 -1.52
F -5.22 -0.01 -1.45
C -2.88 0.35 -1.16
C -1.77 1.20 -1.23
C -0.45 0.66 -0.63
C 0.85 1.32 -1.16
C 1.77 0.47 -1.78
C 3.06 0.92 -2.05
F 4.02 -0.02 -2.38
C 3.42 2.25 -1.92
C 2.42 3.11 -1.48
F 2.69 4.46 -1.48
C 1.16 2.67 -1.05
C -1.90 2.47 -1.78
H -5.33 2.56 -2.08
H -2.77 -0.68 -0.78
H -0.38 -0.39 -0.90
H 1.52 -0.59 -1.94
H 4.43 2.59 -2.14
H 0.47 3.42 -0.64
H -1.05 3.14 -1.91
C 2.43 -6.07 0.61
O 2.83 -4.72 0.32
C 2.11 -3.69 0.85
C 2.40 -2.40 0.34
C 1.61 -1.33 0.72
C 0.45 -1.53 1.47
N -0.46 -0.47 1.67
C -0.62 0.63 0.86
N -1.33 1.52 1.58
C -1.47 2.95 1.37
C -1.71 0.96 2.79
C -1.23 -0.29 2.83
C 0.27 -2.75 2.13
C 1.12 -3.83 1.86
H 3.15 -6.71 0.10
H 2.47 -6.26 1.69
H 1.42 -6.28 0.22
H 3.23 -2.30 -0.36
H 1.91 -0.32 0.45
H -0.98 3.24 0.43
H -2.53 3.23 1.34
H -1.00 3.48 2.21
H -2.27 1.52 3.52
H -1.32 -1.04 3.60
H -0.52 -2.87 2.87
H 1.01 -4.77 2.39

Results
orbital gap	8.21	eV
largest force on an atom	0.03203	hartree/bohr
net charge	+1
SMILES string	COc1ccc(-n2cc[n+](C)c2C(c2cc(F)cc(F)c2)c2cc(F)cc(F)c2)cc1
highest occupied orbital energy	-11.59	eV

Atomic partial charges in e from the Löwdin method, atoms 1 to 6: F 0.06; C -0.21; C 0.08; C -0.21; F 0.06; C 0.04

---

Q: Among the records above, which one has the lowest largest force on an atom?
A: C4H2LiNdO2